No. 1
Formula: C7H25N8O6Tl
Source: the OMol25 dataset
Level of theory: ωB97M-V/def2-TZVPD

CARTESIAN COORDINATES (ANGSTROEM)
Tl (15.61538, 14.37116, -27.24012)
C (18.82255, 16.53060, -22.92227)
O (18.01587, 16.00582, -23.89099)
H (18.59581, 17.48513, -22.44734)
H (19.01998, 15.90419, -22.05236)
H (19.78093, 16.76474, -23.38572)
C (21.88172, 18.74306, -18.67596)
C (21.79253, 17.25000, -18.56529)
O (20.40064, 16.89628, -18.28929)
H (21.69772, 19.30468, -17.76008)
H (21.18530, 19.16718, -19.39930)
H (22.87885, 19.06250, -18.97893)
H (22.39663, 16.69759, -17.84557)
H (22.02475, 16.79721, -19.52922)
H (20.00873, 16.47212, -19.05616)
C (22.84110, 20.12801, -27.07501)
O (23.59821, 20.50982, -27.97878)
N (22.75399, 18.89173, -26.67791)
N (22.03890, 20.88397, -26.31018)
H (22.08602, 18.75647, -25.93251)
H (23.16052, 18.11341, -27.17697)
H (21.60274, 20.51628, -25.47670)
H (22.23407, 21.87345, -26.36462)
C (14.74598, 19.33306, -19.91425)
O (13.72749, 19.74284, -19.43023)
N (14.98750, 18.14809, -20.44422)
N (15.75716, 20.09611, -20.15361)
H (14.34382, 17.36993, -20.45978)
H (15.71344, 18.14739, -21.14643)
H (15.69627, 21.02070, -19.75171)
H (16.68413, 19.73709, -20.33230)
C (14.55353, 13.52693, -21.75016)
O (14.37430, 14.11720, -22.84328)
N (15.76760, 13.09210, -21.29644)
N (13.59267, 13.30588, -20.93233)
H (15.88498, 12.78134, -20.34263)
H (16.50489, 13.38154, -21.92312)
H (12.65986, 13.60439, -21.17905)
H (13.76685, 12.80484, -20.07285)
C (20.88317, 14.11665, -28.17603)
O (19.79818, 13.62824, -28.43879)
N (21.23339, 14.57711, -26.99087)
N (21.75600, 14.47077, -29.03371)
H (20.57503, 14.51458, -26.22749)
H (22.11198, 15.06777, -26.90470)
H (22.66735, 14.76552, -28.71328)
H (21.57348, 14.17172, -29.98100)

Results
- Total charge: +2
- E_HOMO: -0.5216 Ha
- LUMO level: -12.47 eV
- Multiplicity: 1

These are the Löwdin partial charges, in e, on atoms 1 to 8: Tl 0.97; C -0.14; O 0.05; H 0.12; H 0.09; H 0.14; C -0.09; C -0.27



No. 2
Formula: C6H13NS
Source: the OMol25 dataset
Level of theory: ωB97M-V/def2-TZVPD

CARTESIAN COORDINATES (ANGSTROEM)
C (-0.54681, -2.07187, -1.14006)
C (-0.93644, -0.65585, -1.50707)
C (-0.55349, -0.89806, -0.14800)
C (-1.57797, -0.92137, 0.99246)
C (2.14046, 1.97527, 0.68857)
C (0.76859, -0.40934, 0.38292)
N (0.84699, 1.58302, 0.57332)
S (-0.00143, 2.36243, -0.67531)
H (-1.37043, -2.66523, -0.96496)
H (0.43339, -2.31599, -1.47722)
H (-0.51522, -0.07828, -2.34104)
H (-2.00866, -0.51219, -1.64608)
H (-2.61255, -0.64728, 0.63295)
H (-1.29192, -0.20815, 1.87816)
H (-1.77155, -1.97703, 1.35872)
H (2.85678, 1.60983, -0.07879)
H (2.18353, 3.01696, 0.58636)
H (2.43228, 1.53904, 1.61869)
H (0.97714, -0.64770, 1.48847)
H (1.60717, -0.62732, -0.19667)
H (-1.05984, 2.54911, -0.02544)

Results
- Total charge: 0
- E_HOMO: -0.2900 Ha
- LUMO level: 0.85 eV
- Multiplicity: 1
- Energy relative to the best compared isomer or geometry (same formula, charge and spin): 438.2 kJ/mol

These are the Löwdin partial charges, in e, on atoms 1 to 8: C -0.03; C -0.17; C -0.56; C -0.05; C -0.32; C 0.03; N -0.52; S 0.77



No. 3
Formula: C9H11ClMnO3
Source: the OMol25 dataset
Level of theory: ωB97M-V/def2-TZVPD

CARTESIAN COORDINATES (ANGSTROEM)
Cl (-0.58618, 2.65721, -1.13481)
C (-0.87302, -1.21333, -0.71888)
C (0.52899, -1.27382, -0.35904)
C (1.26655, -0.50904, -1.34152)
H (0.95055, -1.85337, 0.45941)
C (0.33374, -0.00394, -2.32970)
C (-0.98309, -0.44635, -1.93307)
H (-1.89737, -0.24636, -2.49165)
H (-1.66855, -1.73653, -0.19457)
H (2.34656, -0.36390, -1.39035)
C (0.69992, 0.84313, -3.50105)
Mn (-0.10916, 0.68372, -0.34675)
C (1.25817, 1.18145, 0.77031)
O (1.96183, 1.41504, 1.67268)
C (-1.42125, 0.88810, 0.95672)
O (-2.01043, 1.45098, 1.79143)
H (1.67859, 1.30991, -3.32609)
H (-0.04230, 1.63769, -3.64966)
H (0.75744, 0.22571, -4.40568)
C (-0.46503, -0.49710, 3.80557)
O (-0.47843, -1.31527, 2.63572)
H (-1.40422, 0.05929, 3.79381)
H (0.37774, 0.20725, 3.77831)
H (-0.42560, -1.10241, 4.72232)
H (0.20456, -1.99804, 2.73655)

Results
- Total charge: +2
- E_HOMO (spin up / spin down): -0.6473 / -0.6443 Ha
- LUMO level (spin up / spin down): -10.26 / -11.81 eV
- Expectation value of S²: 3.8887
- Multiplicity: 4
- Energy relative to the best compared isomer or geometry (same formula, charge and spin): 0.0 kJ/mol

These are the Löwdin partial charges, in e, on atoms 1 to 8: Cl 0.49; C -0.04; C -0.05; C -0.02; H 0.15; C -0.29; C 0.01; H 0.17



total charge of number 1 (C7H25N8O6Tl)?
+2